Record 1
Computed, not measured: a single CH4N4 molecule, with the ωB97M-V functional and the def2-TZVPD basis.

CARTESIAN COORDINATES (ANGSTROEM)
C  0.476  -0.824  -0.143
N  -0.993  -1.049  0.016
N  -1.504  0.038  0.008
N  0.731  0.588  -0.072
N  -0.688  1.089  -0.238
H  1.136  -1.292  0.653
H  0.561  -1.219  -1.107
H  1.145  0.679  0.913
H  -0.865  1.990  -0.030

Summary:
F_max: 11.70 eV/A
Kohn-Sham gap (spin up / spin down): 6.50 / 6.78 eV
Calculated total energy: -7054.6625 eV
HOMO level (spin up / spin down): -5.5 / -9.0 eV
Multiplicity: 3



Record 2
Computed, not measured: a single CH4N4O molecule, with the ωB97M-V functional and the def2-TZVPD basis.

CARTESIAN COORDINATES (ANGSTROEM)
C  -0.503  0.342  0.078
H  0.635  -0.622  1.615
H  -0.443  -1.488  0.977
H  -1.770  1.219  0.885
H  0.311  1.299  -1.651
N  -0.324  -0.533  1.209
N  -1.421  1.306  -0.036
N  0.502  0.431  -1.022
N  1.375  -0.572  -1.453
O  1.637  -1.381  -0.602

Summary:
F_max: 5.16 eV/A
Kohn-Sham gap: 9.63 eV
Calculated total energy: -9106.4570 eV
HOMO level: -9.6 eV



Record 3
Computed, not measured: a single CH4N4S molecule, with the ωB97M-V functional and the def2-TZVPD basis.

CARTESIAN COORDINATES (ANGSTROEM)
C  -1.737  0.960  0.011
N  -0.921  0.547  0.873
N  0.427  0.594  -1.181
N  0.321  0.265  0.514
N  0.708  -0.998  0.768
S  -1.136  1.018  -1.653
H  -2.730  1.293  0.231
H  1.028  1.414  -1.204
H  0.144  -1.725  0.334
H  1.701  -1.123  0.620

Summary:
F_max: 3.04 eV/A
Kohn-Sham gap: 8.91 eV
Calculated total energy: -17893.9342 eV
HOMO level: -8.1 eV